(1)
Density functional theory data (wB97M-V/def2-TZVPD) for a single C8H8N2O molecule.

ORCA input file:
```
! wB97M-V def2-TZVPD RIJCOSX def2/J DEFGRID3
* xyz 0 1
O -1.80 0.72 3.42
N -0.69 0.29 3.21
N -0.39 0.14 1.95
C -0.59 0.05 -0.27
C 0.87 -0.36 1.50
C -1.27 0.66 0.91
C 0.69 -0.48 0.03
C 1.60 -0.76 -1.02
C 1.16 -0.55 -2.35
C -0.03 -0.02 -2.62
C -0.99 0.17 -1.61
H 1.06 -1.28 2.07
H 1.65 0.28 1.96
H -0.42 0.32 -3.61
H -1.98 0.54 -1.90
H -1.18 1.85 0.83
H -2.27 0.34 1.26
H 1.96 -0.75 -3.04
H 2.63 -1.17 -0.74
*
```

Values from the calculation:
SMILES: O=NN1Cc2ccccc2C1
Frontier orbital gap: 0.3529 hartree
Energy above the lowest of the compared OMol25 structures with the same formula, charge and spin: 368.9 kJ/mol
Largest force on an atom: 4.514 eV Å⁻¹
E_HOMO: -9.00 eV
LUMO: 0.6 eV

Atom charges from the Mulliken analysis, given in e for atoms 1 to 5: -0.49, -0.60, 0.85, 0.37, -0.65

(2)
Density functional theory data (wB97M-V/def2-TZVPD) for a single C8H8N2O molecule.

ORCA input file:
```
! wB97M-V def2-TZVPD RIJCOSX def2/J DEFGRID3
* xyz 0 1
O -2.71 -0.53 -0.44
N 2.99 -0.54 0.11
N 2.04 -1.40 0.07
C 2.57 0.75 0.16
C -0.37 -1.03 -0.24
C 1.24 0.73 0.01
C -3.44 -0.25 0.70
C 0.23 1.70 -0.07
C 1.01 -0.64 0.02
C -1.09 1.32 -0.17
C -1.46 -0.09 -0.27
H -4.46 -0.65 0.12
H 0.45 2.74 -0.11
H -3.64 0.66 0.75
H 3.40 1.77 0.34
H 4.11 -0.79 -0.06
H -0.72 -2.11 -0.47
H -1.88 1.85 -0.44
H -2.96 -0.69 1.22
*
```

Values from the calculation:
SMILES: COc1ccc2c[nH]nc2c1
Frontier orbital gap: 0.3164 hartree
Energy above the lowest of the compared OMol25 structures with the same formula, charge and spin: 763.2 kJ/mol
Largest force on an atom: 19.403 eV Å⁻¹
E_HOMO: -7.89 eV
LUMO: 0.7 eV

Atom charges from the Mulliken analysis, given in e for atoms 1 to 5: -0.41, 0.17, -0.93, -0.49, -0.38

(3)
Density functional theory data (wB97M-V/def2-TZVPD) for 2 unconnected molecules or ions with the total composition C8H8N2OS.

ORCA input file:
```
! wB97M-V def2-TZVPD RIJCOSX def2/J DEFGRID3
* xyz 0 1
S 2.85 -1.05 2.63
O 3.66 0.34 0.45
N 0.18 1.75 0.96
N 0.46 1.27 -0.22
C -1.75 -2.08 -1.52
C -0.30 0.18 -0.60
C -1.19 -1.99 -0.17
C -1.45 -1.02 -2.33
C 0.84 2.68 1.62
C -0.57 -0.90 0.31
C -0.65 0.04 -1.92
C 3.30 -0.25 1.39
H -1.47 -2.91 0.40
H 0.62 3.20 2.53
H -2.57 -2.71 -1.73
H -0.63 1.49 1.48
H -0.58 -0.83 1.44
H 1.79 2.88 1.15
H -1.96 -1.09 -3.35
H -0.59 1.00 -2.52
*
```

Values from the calculation:
Frontier orbital gap (spin up / spin down): 0.2894 / 0.2896 hartree
Energy above the lowest of the compared OMol25 structures with the same formula, charge and spin: 212.6 kJ/mol
Largest force on an atom: 4.920 eV Å⁻¹
E_HOMO (spin up / spin down): -7.42 / -7.42 eV
LUMO (spin up / spin down): 0.5 / 0.5 eV

Atom charges from the Mulliken analysis, given in e for atoms 1 to 5: -0.34, -0.34, 0.29, -0.79, -0.64

(4)
Density functional theory data (wB97M-V/def2-TZVPD) for 2 unconnected molecules or ions with the total composition C8H8N2OS2.

ORCA input file:
```
! wB97M-V def2-TZVPD RIJCOSX def2/J DEFGRID3
* xyz 0 1
S -1.40 -2.20 -0.62
S 2.14 -1.40 0.51
O 2.80 -0.09 -1.70
N -3.39 -0.93 -0.16
N -2.98 -2.05 -0.33
C -0.17 1.90 -0.17
C -1.55 2.35 0.48
C 3.61 -2.53 0.39
C 2.13 -0.43 -0.81
C -2.47 0.13 -0.04
C -2.62 1.40 0.32
C -0.10 0.39 -0.25
C -1.15 -0.48 -0.31
H 3.18 -3.41 0.83
H 0.72 2.21 0.44
H 3.47 -2.65 -0.76
H -1.79 3.31 -0.02
H -3.45 1.72 0.94
H -1.46 2.46 1.62
H -0.03 2.47 -1.10
H 4.51 -2.17 0.76
*
```

Values from the calculation:
Frontier orbital gap (spin up / spin down): 0.2781 / 0.2781 hartree
Energy above the lowest of the compared OMol25 structures with the same formula, charge and spin: 556.7 kJ/mol
Largest force on an atom: 4.829 eV Å⁻¹
E_HOMO (spin up / spin down): -7.78 / -7.78 eV
LUMO (spin up / spin down): -0.2 / -0.2 eV

Atom charges from the Mulliken analysis, given in e for atoms 1 to 5: 0.07, 0.08, -0.40, -0.32, -0.36

(5)
Density functional theory data (wB97M-V/def2-TZVPD) for a gas-phase ion, C8H8N3 (charge +1).

ORCA input file:
```
! wB97M-V def2-TZVPD RIJCOSX def2/J DEFGRID3
* xyz 1 1
N -1.08 -1.34 2.45
N -0.15 1.06 -0.01
N -0.34 -0.14 0.59
C -0.01 -1.37 0.00
C -0.44 2.13 0.62
C -1.00 2.24 1.97
C -0.69 -2.28 1.76
C 1.05 -0.60 -2.12
C 0.61 -1.62 -1.12
C -1.25 1.00 2.51
C -0.88 -0.11 1.86
H 0.56 0.33 -2.06
H -0.05 2.97 0.18
H -0.59 -3.35 2.08
H 0.98 -2.64 -1.33
H -0.94 3.10 2.47
H -1.46 0.94 3.55
H 0.90 -1.09 -3.08
H 2.17 -0.51 -1.96
*
```

Values from the calculation:
Frontier orbital gap: 0.2965 hartree
Energy above the lowest of the compared OMol25 structures with the same formula, charge and spin: 389.2 kJ/mol
Largest force on an atom: 5.930 eV Å⁻¹
E_HOMO: -13.84 eV
LUMO: -5.8 eV

Atom charges from the Mulliken analysis, given in e for atoms 1 to 5: -0.39, -0.94, 0.74, 0.05, -0.27

(6)
Density functional theory data (wB97M-V/def2-TZVPD) for a gas-phase ion, C8H8N3 (charge +1).

ORCA input file:
```
! wB97M-V def2-TZVPD RIJCOSX def2/J DEFGRID3
* xyz 1 3
N 0.14 1.64 0.60
N 2.09 0.95 -0.41
N -1.83 0.30 0.21
C -2.91 -0.07 -0.33
C -3.73 -0.80 -0.82
C 1.89 -1.26 -0.29
C 0.80 -0.78 0.49
C 0.99 0.62 0.30
C -0.23 -1.39 1.10
C -1.21 1.40 0.21
C 2.69 -0.24 -0.82
H 3.63 -0.15 -1.25
H -0.75 -0.94 1.85
H 0.45 2.49 0.24
H -4.61 -1.21 -1.13
H 1.97 -2.20 -0.70
H -0.18 -2.52 1.16
H -1.85 2.27 0.08
H 2.65 1.89 -0.50
*
```

Values from the calculation:
Frontier orbital gap (spin up / spin down): 0.2877 / 0.1857 hartree
Energy above the lowest of the compared OMol25 structures with the same formula, charge and spin: 0.0 kJ/mol
Largest force on an atom: 5.126 eV Å⁻¹
E_HOMO (spin up / spin down): -11.22 / -12.23 eV
LUMO (spin up / spin down): -3.4 / -7.2 eV

Atom charges from the Mulliken analysis, given in e for atoms 1 to 5: -0.17, -0.13, -0.20, 0.04, -0.48

(7)
Density functional theory data (wB97M-V/def2-TZVPD) for a gas-phase ion, C8H8N3S2 (charge +1).

ORCA input file:
```
! wB97M-V def2-TZVPD RIJCOSX def2/J DEFGRID3
* xyz 1 1
S -2.12 -1.70 -1.22
S -2.96 1.92 0.20
N -1.96 1.32 1.20
N -2.33 1.11 -1.16
N 0.54 -1.05 -1.67
C 2.01 0.90 2.68
C 0.99 -0.81 0.91
C 1.33 -0.53 -0.56
C 1.19 0.11 2.00
C -1.20 0.32 0.80
C -0.75 -0.74 -2.07
C -1.42 0.00 -0.83
C -0.16 -0.07 1.58
H -2.73 1.06 -2.10
H 0.98 -1.89 1.04
H 1.03 -1.83 -2.05
H -1.04 -0.49 -3.09
H 1.98 1.58 3.59
H 3.01 1.03 2.26
H 1.32 0.51 -0.68
H 2.29 -0.80 -0.85
*
```

Values from the calculation:
Frontier orbital gap: 0.2126 hartree
Energy above the lowest of the compared OMol25 structures with the same formula, charge and spin: 527.5 kJ/mol
Largest force on an atom: 4.290 eV Å⁻¹
E_HOMO: -12.17 eV
LUMO: -6.4 eV

Atom charges from the Mulliken analysis, given in e for atoms 1 to 5: -0.13, 0.30, -0.31, -0.28, -0.17

(8)
Density functional theory data (wB97M-V/def2-TZVPD) for 2 unconnected molecules or ions with the total composition C8H8N4O4.

ORCA input file:
```
! wB97M-V def2-TZVPD RIJCOSX def2/J DEFGRID3
* xyz 0 1
O -3.12 1.07 2.20
O -2.69 -2.47 -0.66
O 2.74 -1.21 2.17
O 2.67 2.55 -0.53
N 3.31 -1.40 -0.07
N -3.33 1.35 -0.04
N 2.91 0.63 0.80
N -2.72 -0.63 0.65
C 3.45 -0.83 -1.29
C -2.84 -1.31 -0.65
C 3.22 0.47 -1.54
C -3.02 0.56 1.07
C -3.33 0.93 -1.30
C -3.01 -0.32 -1.71
C 2.88 -0.67 1.06
C 2.88 1.30 -0.44
H 3.73 -2.41 0.03
H -3.15 -0.51 -2.78
H 3.52 0.86 -2.55
H -2.63 -1.28 1.50
H 3.70 -1.69 -2.05
H -3.66 2.23 0.32
H 2.73 1.33 1.50
H -3.63 1.65 -2.01
*
```

Values from the calculation:
SMILES: O=c1cc[nH]c(=O)[nH]1.O=c1cc[nH]c(=O)[nH]1
Frontier orbital gap: 0.3592 hartree
Energy above the lowest of the compared OMol25 structures with the same formula, charge and spin: 220.1 kJ/mol
Largest force on an atom: 5.521 eV Å⁻¹
E_HOMO: -9.47 eV
LUMO: 0.3 eV

Atom charges from the Mulliken analysis, given in e for atoms 1 to 5: -0.65, -0.53, -0.61, -0.65, -0.13

(9)
Density functional theory data (wB97M-V/def2-TZVPD) for a molecular structure, C8H8N5O9OsS4Sb.

ORCA input file:
```
! wB97M-V def2-TZVPD RIJCOSX def2/J DEFGRID3
* xyz 0 5
Os 0.31 1.75 -0.21
Sb -1.92 4.35 0.11
S 0.52 3.96 -0.34
S -2.07 5.19 2.17
S -1.87 1.83 0.28
S -3.09 4.95 -1.68
O -0.24 0.90 -2.42
O -4.30 -3.67 -2.60
O -2.00 0.32 -3.47
O 0.35 -0.33 -0.14
O 2.47 1.58 0.06
O -3.81 -4.91 -0.90
O 4.23 1.26 1.39
O 0.26 -1.64 2.19
O 0.13 -3.74 1.75
N 2.23 1.32 2.32
N -1.22 0.16 -2.58
N 0.85 1.29 2.21
N -0.13 -2.58 1.51
N -3.65 -3.93 -1.60
C -2.59 -2.98 -1.23
C 5.09 1.37 0.22
C -0.87 -2.30 0.25
C 2.95 1.39 1.19
C -0.59 -1.13 -0.51
C -1.82 -3.22 -0.11
C -1.39 -0.98 -1.67
C -2.39 -1.87 -2.00
H 6.10 1.32 0.60
H 0.51 0.34 2.33
H -3.00 -1.70 -2.88
H 4.89 0.54 -0.46
H 2.70 1.04 3.17
H -1.98 -4.10 0.49
H 0.42 1.92 2.86
H 4.91 2.31 -0.29
*
```

Values from the calculation:
Frontier orbital gap (spin up / spin down): 0.2538 / 0.2045 hartree
Energy above the lowest of the compared OMol25 structures with the same formula, charge and spin: 36.0 kJ/mol
Largest force on an atom: 0.980 eV Å⁻¹
E_HOMO (spin up / spin down): -8.56 / -8.45 eV
LUMO (spin up / spin down): -1.7 / -2.9 eV

Atom charges from the Mulliken analysis, given in e for atoms 1 to 5: 2.56, 0.80, -0.39, -0.53, -0.41

(10)
Density functional theory data (wB97M-V/def2-TZVPD) for a gas-phase ion, C8H8NO (charge +1).

ORCA input file:
```
! wB97M-V def2-TZVPD RIJCOSX def2/J DEFGRID3
* xyz 1 1
O -2.36 -1.01 0.98
N 0.19 -0.56 -0.11
C 1.22 -1.17 0.55
C -0.59 1.68 -0.33
C -1.85 1.17 -0.07
C 0.50 0.83 -0.16
C -0.42 -1.22 -1.27
C 2.09 -0.22 0.98
C -1.96 -0.03 0.53
C 1.68 1.01 0.57
H 2.75 -0.27 1.81
H -2.62 1.93 0.09
H 1.42 -2.20 0.79
H -1.34 -0.76 -1.61
H -0.74 -2.30 -0.95
H 2.27 1.81 0.97
H -0.62 2.66 -0.67
H 0.39 -1.35 -2.10
*
```

Values from the calculation:
Frontier orbital gap (spin up / spin down): 0.2814 / 0.2815 hartree
Energy above the lowest of the compared OMol25 structures with the same formula, charge and spin: 47.4 kJ/mol
Largest force on an atom: 3.348 eV Å⁻¹
E_HOMO (spin up / spin down): -13.34 / -13.34 eV
LUMO (spin up / spin down): -5.7 / -5.7 eV

Atom charges from the Mulliken analysis, given in e for atoms 1 to 5: -0.23, 0.17, -0.36, -0.28, -0.82

(11)
Density functional theory data (wB97M-V/def2-TZVPD) for a gas-phase ion, C8H8NO2 (charge -1).

ORCA input file:
```
! wB97M-V def2-TZVPD RIJCOSX def2/J DEFGRID3
* xyz -1 1
O 0.09 -2.01 -2.41
O -1.36 -1.31 2.67
N -0.62 -1.33 -1.39
C 1.45 1.85 0.57
C 0.10 -0.40 -0.76
C 0.10 1.51 0.80
C -0.55 0.50 0.18
C -1.18 -1.15 1.49
C 2.13 0.97 -0.22
C 1.52 -0.14 -0.84
C -1.89 -0.05 0.64
H -2.58 0.60 1.12
H -2.57 -0.58 -0.13
H 1.82 2.75 1.02
H -0.69 -2.12 -2.91
H -0.47 -1.76 0.90
H -0.52 2.30 1.28
H 3.18 1.10 -0.43
H 2.04 -0.74 -1.57
*
```

Values from the calculation:
Frontier orbital gap: 0.2333 hartree
Energy above the lowest of the compared OMol25 structures with the same formula, charge and spin: 256.3 kJ/mol
Largest force on an atom: 3.317 eV Å⁻¹
E_HOMO: -2.33 eV
LUMO: 4.0 eV

Atom charges from the Mulliken analysis, given in e for atoms 1 to 5: -0.47, -0.56, -0.55, -0.67, 0.28

(12)
Density functional theory data (wB97M-V/def2-TZVPD) for a molecular structure, C8H8NO6STl.

ORCA input file:
```
! wB97M-V def2-TZVPD RIJCOSX def2/J DEFGRID3
* xyz -2 1
Tl 0.71 0.25 0.04
S 4.07 -0.57 -1.94
O -2.14 -1.23 -3.23
O -1.29 -3.83 0.04
O -0.78 -0.03 -1.91
O -0.16 -1.98 0.60
O -2.21 0.40 0.87
O 5.46 -0.56 -1.44
N 2.89 -0.57 -1.06
C -1.21 -2.61 0.26
C -3.09 0.45 -0.26
C -2.84 -0.87 -1.00
C -4.18 -0.54 1.62
C -1.82 -0.72 -2.15
C -2.69 -0.85 1.39
C -2.53 -1.83 0.21
C -4.47 0.40 0.43
H -3.31 -2.60 0.26
H -4.79 -1.45 1.61
H -4.32 -0.04 2.57
H -4.76 1.40 0.77
H -2.88 1.34 -0.84
H -5.25 0.03 -0.24
H -2.11 -1.12 2.27
H -3.75 -1.21 -1.49
*
```

Values from the calculation:
Frontier orbital gap: 0.2498 hartree
Energy above the lowest of the compared OMol25 structures with the same formula, charge and spin: 11.1 kJ/mol
Largest force on an atom: 0.449 eV Å⁻¹
E_HOMO: -1.77 eV
LUMO: 5.0 eV

Atom charges from the Mulliken analysis, given in e for atoms 1 to 5: 0.72, 0.09, -0.79, -0.78, -0.70